(1)
Below is a cluster of 5 separate species, C19H32ClINO20S6 in total, with properties calculated with ωB97M-V with the def2-TZVPD basis set.

```
80
Properties=species:S:1:pos:R:3:forces:R:3:lowdin_charge:R:1
I -4.48591 -4.54446 4.01313 1.9 1.7 -0.5 0.9224
Cl -1.07555 0.11911 1.56158 -0.2 -1.4 1.4 0.7303
S 0.17729 4.20683 -1.50205 0.3 0.6 0.0 0.6733
S -1.86874 -3.34419 1.02491 0.1 0.4 0.3 0.8082
S -1.48358 3.21874 5.48548 0.1 1.1 0.5 0.6779
S 6.52083 -2.18711 -7.97479 0.6 0.1 -0.1 0.6803
S -0.33238 -0.90282 5.55804 0.4 0.8 -1.2 0.8442
S 0.92764 -0.94572 -4.46692 -0.1 0.0 -0.1 0.6890
O 7.04737 -0.84124 -8.02522 -0.5 -1.9 -0.1 -0.2373
O -0.46054 3.10790 -0.81509 0.5 1.3 -0.6 -0.2687
O -0.49556 4.35113 -2.98086 0.2 -0.6 1.1 -0.1956
O 1.71672 -2.11220 -4.78799 -0.7 1.7 0.5 -0.2314
O -1.88219 4.75385 5.86624 0.7 -1.2 -0.7 -0.1754
O 5.14922 -2.22980 -8.85500 0.8 0.4 0.6 -0.1939
O -5.47808 -0.66620 -0.32125 8.2 -2.8 3.3 0.0010
O -2.69071 2.42264 5.49851 1.8 1.3 0.0 -0.2852
O 0.29846 5.52960 -0.93044 -0.3 -2.0 -0.4 -0.2281
O 0.29648 -2.56440 3.41419 -1.0 2.3 0.2 -0.1717
O 7.30990 -3.35358 -8.29586 -0.8 1.7 0.5 -0.2330
O -3.12785 -0.86760 -0.78213 -1.5 0.8 2.7 -0.0833
O 5.83922 -2.41240 -6.51018 0.4 -0.3 -1.0 -0.1944
O -0.57189 3.24778 4.36548 -1.4 -0.5 1.1 -0.2242
O 3.03002 -2.82187 1.21822 -1.2 0.8 -0.9 -0.1319
O -0.63601 2.87929 6.83615 -1.0 -0.1 -1.0 -0.2011
O 0.24604 -1.17101 -3.00231 0.7 -0.3 -1.0 -0.1990
O -0.44396 -0.98841 -5.34713 1.1 0.4 0.7 -0.1841
O 1.45418 0.40014 -4.51735 -0.4 -1.8 -0.2 -0.2405
O 1.65694 3.72592 -1.98914 -1.0 0.7 0.5 -0.1920
N -1.79321 -2.84648 4.41247 -3.4 -0.5 -2.7 0.0493
C 2.17193 -0.54290 0.61870 -1.0 -0.3 -0.7 -0.0816
C -4.21098 -1.65809 1.65731 -0.2 -0.3 -0.4 -0.0902
C -1.63730 4.96511 7.25483 -0.1 -0.2 0.9 -0.1632
C 4.43368 -2.19761 -6.61548 -0.5 0.4 -0.1 -0.1866
C -2.49188 0.17820 3.88516 -4.0 -0.2 2.3 -0.1996
C -1.15951 -0.95622 -3.10761 -0.7 0.3 -0.2 -0.1790
C -0.44343 4.07510 7.58989 0.4 0.9 0.3 -0.1622
C -3.67859 0.00572 4.76551 2.7 0.3 -2.1 0.0262
C -1.81034 -0.94942 2.91192 0.0 1.2 0.2 -0.5820
C 4.06539 -2.64752 -8.02674 -0.3 -0.5 0.4 -0.1721
C -1.52779 -1.40614 -4.51887 -0.5 -0.5 0.4 -0.1578
C -4.25808 -1.05543 0.13635 -6.1 3.2 -3.2 -0.2529
C 0.53819 4.34380 -3.96275 0.8 0.4 -0.3 -0.1666
C -2.73164 -2.09906 2.19744 -2.2 -1.1 2.2 -0.6081
C -2.87345 -3.07422 3.54920 2.8 1.2 1.5 -0.5251
C 1.80518 -1.97350 1.38973 0.6 0.4 -1.1 -0.3045
C -0.81205 -1.75763 3.93232 0.7 -1.5 0.0 -0.6427
C 1.44827 -1.74506 3.00613 1.5 1.4 -1.8 -0.1290
C 1.62924 3.44471 -3.38747 -0.2 -0.5 -0.7 -0.1686
H 3.22513 -0.59939 0.08552 -2.1 0.1 1.4 0.0973
H 3.33989 -2.77215 0.24842 -1.0 0.1 2.3 0.1171
H 0.02216 0.40297 5.14891 -0.5 -1.6 0.1 -0.0669
H 2.43529 -1.95169 3.60926 -2.2 0.0 -0.9 0.1597
H -1.94586 1.23859 3.92436 -1.4 -3.0 -0.6 0.0813
H -1.43911 6.02073 7.45521 0.0 -0.2 -0.3 0.1443
H -4.08066 0.92610 5.40412 1.1 -2.5 -1.7 0.0912
H 2.60650 3.64300 -3.83572 -0.1 0.1 0.3 0.1444
H -1.69421 -1.51845 -2.33835 0.4 0.0 -0.2 0.1114
H -1.60113 -2.49684 -4.57828 0.0 0.1 0.0 0.1368
H 1.37759 2.38718 -3.51729 0.1 0.2 -0.1 0.0951
H 0.15851 3.97789 -4.91968 -0.1 0.0 0.3 0.1392
H -4.24280 -1.02494 4.91745 1.3 2.3 -0.6 0.0767
H -1.66906 -3.37015 5.31904 -0.1 0.7 -1.4 0.1728
H 0.89709 5.37146 -4.08288 0.0 -0.1 -0.1 0.1351
H 3.12851 -2.20139 -8.37096 0.3 0.0 -0.1 0.1360
H -4.90816 -2.62447 1.65726 1.6 2.0 -0.2 0.1128
H 4.24464 -1.12731 -6.48115 -0.1 -0.1 0.0 0.1321
H 0.90044 -2.50258 0.81981 1.8 1.2 1.5 0.1132
H -2.52977 4.65151 7.80664 0.1 0.1 0.0 0.1362
H -2.79919 0.09774 -0.78211 -1.1 -1.9 0.3 0.1308
H -1.34854 0.11408 -2.97328 -0.1 0.0 0.0 0.1340
H 0.49500 4.53547 7.26439 -0.1 0.0 0.1 0.1381
H 2.08871 0.38711 1.32655 0.3 -1.8 -1.4 0.0789
H 3.89897 -2.75984 -5.84622 0.3 0.0 -0.1 0.1164
H 3.99205 -3.73823 -8.08615 0.0 0.1 0.0 0.1339
H -4.76740 -0.87765 2.35168 1.5 -1.5 -1.5 0.1465
H 1.37711 -0.42749 -0.25782 1.7 0.0 1.9 0.0707
H -0.38495 3.84755 8.65764 -0.1 -0.2 -0.3 0.1421
H 1.20639 -0.58488 3.09813 0.4 -2.6 0.0 0.1026
H -2.81942 -4.17724 0.41229 0.1 1.3 1.0 -0.0629
H -2.46467 -0.96000 -4.86309 0.3 0.0 -0.1 0.1438
```
Positions in Å, forces in eV/Å.

Results
HOMO = -12.13 eV
HOMO-LUMO gap = 0.2689 hartree
LUMO level = -4.81 eV
E_tot = -5449.0673 hartree
Total charge = +1

=====

(2)
Below is a structure of composition C19H32ClN3Ti, with properties calculated with ωB97M-V with the def2-TZVPD basis set.

```
56
Properties=species:S:1:pos:R:3:forces:R:3:lowdin_charge:R:1
Ti -0.13662 -0.15497 0.64950 0.4 1.0 1.4 1.0815
Cl 0.18460 0.55464 -4.88067 0.0 -0.1 0.5 0.5560
N 1.40184 0.73343 4.45068 -0.3 -0.1 -0.5 -0.1035
N 0.29060 0.98478 2.38505 -0.3 0.4 0.1 -0.0127
N -0.94992 0.91914 4.37060 0.4 -0.4 -0.4 -0.1185
C 1.68900 -1.45526 1.28818 0.5 0.2 -1.2 -0.0965
C -2.22100 0.92830 0.58469 -0.2 -1.0 0.1 -0.0896
C -1.33665 0.40879 5.67457 -0.4 -0.3 0.9 -0.0408
C -1.98544 1.78324 3.82155 -0.3 0.2 -0.4 -0.0370
C 0.25219 0.84198 3.75795 -0.2 0.6 0.0 -0.3345
C 0.84704 -1.53989 -0.87175 0.9 0.0 0.2 -0.1320
C -1.76568 0.66245 -0.74771 -0.7 -0.8 0.4 -0.0859
C -2.03353 -1.37757 0.34701 -0.3 0.6 -0.3 -0.1142
C -1.70510 -0.76279 -0.90734 -0.8 0.5 0.2 -0.1241
C 0.82392 -2.19182 0.40979 0.8 0.4 -0.3 -0.1163
C 1.67545 -0.37175 -0.77594 0.2 -1.0 0.4 -0.0842
C -2.34836 -0.33731 1.27983 -0.2 0.6 -1.1 -0.1047
C 1.64176 1.37224 -7.02990 0.0 0.0 0.3 -0.1168
C 2.24248 -0.35047 0.54057 -0.5 -0.8 -0.1 -0.0978
C -0.83482 1.80778 -7.07090 0.0 0.0 0.3 -0.1171
C 2.68448 0.96177 3.79320 0.3 -0.1 -0.3 -0.0166
C 1.50800 0.35514 5.85443 0.3 0.1 0.7 -0.0205
C 0.03562 -0.53406 -7.36925 0.0 -0.1 0.3 -0.1176
C 0.26020 0.81156 -6.66647 0.1 0.2 -1.8 -0.9525
H 1.89194 0.32149 -1.59582 -0.1 -0.3 0.4 0.1436
H 0.07700 -0.40628 -8.45863 0.0 0.1 0.3 0.0961
H 0.96486 1.70598 2.12447 0.3 -0.6 0.1 0.0746
H 3.38550 1.26409 4.57420 0.0 -0.1 -0.3 0.1055
H -2.72236 -0.49468 2.29201 0.3 0.1 -0.4 0.1243
H 0.80872 -1.25583 -7.08365 -0.1 0.1 0.0 0.0802
H 0.32898 -3.13575 0.64260 0.1 0.4 -0.1 0.1424
H -0.94641 -0.94719 -7.11408 0.2 0.1 0.0 0.0800
H -0.71016 -0.40334 6.04802 -0.3 0.3 -0.3 0.0799
H -2.31340 2.49755 4.58685 0.1 -0.2 0.0 0.1159
H 2.56524 0.43876 6.12937 -0.4 0.0 0.0 0.1017
H 0.41928 -1.92068 -1.79322 0.0 0.2 0.3 0.1354
H -0.81125 1.97909 -8.15486 0.1 -0.1 0.2 0.0962
H 0.94030 1.03554 6.49934 0.2 -0.3 -0.1 0.1050
H 1.71299 1.53427 -8.11326 -0.1 -0.1 0.2 0.0962
H 3.05843 0.05389 3.30157 0.0 0.2 0.1 0.0892
H 1.20738 -0.69044 6.02113 0.2 0.4 0.0 0.1045
H -1.35700 1.22370 6.41595 0.0 -0.3 -0.2 0.1137
H 3.04405 0.31128 0.87644 -0.6 0.0 0.0 0.1313
H 1.81563 2.33268 -6.53230 0.0 -0.2 -0.1 0.0804
H -2.85383 1.19575 3.51430 0.0 0.1 0.1 0.0834
H -1.57131 -1.26419 -1.86133 0.1 0.1 0.4 0.1375
H 2.63592 1.77763 3.06262 0.0 -0.2 0.2 0.0946
H -2.52401 1.90881 0.96044 0.5 -0.4 0.0 0.1324
H -1.61614 2.34772 2.96733 0.0 -0.1 0.2 0.0803
H -1.58900 1.39396 -1.54200 0.0 -0.3 0.4 0.1461
H -1.82703 1.42319 -6.81065 0.2 0.1 0.0 0.0801
H -0.68690 2.77232 -6.57284 0.0 -0.2 -0.1 0.0803
H 1.95881 -1.74337 2.30477 -0.3 0.2 -0.3 0.1309
H -2.12081 -2.44932 0.53252 0.1 0.4 -0.1 0.1438
H -2.36208 0.01655 5.59609 0.3 0.1 0.0 0.1099
H 2.43453 0.67414 -6.73952 -0.1 0.1 0.0 0.0803
```
Positions in Å, forces in eV/Å.

Results
HOMO = -14.70 eV
HOMO-LUMO gap = 0.2371 hartree
LUMO level = -8.25 eV
E_tot = -2216.5427 hartree
Total charge = +2

=====

(3)
Below is a cluster of 2 separate species, C19H32F3N4O5PSSi in total, with properties calculated with ωB97M-V with the def2-TZVPD basis set.

```
66
Properties=species:S:1:pos:R:3:forces:R:3:lowdin_charge:R:1
S -6.17674 5.72317 0.06729 -3.3 2.9 -1.7 0.6794
P 4.25466 -3.07437 -0.00959 -2.2 1.7 6.5 0.7456
Si -1.80523 0.50888 -1.17453 -0.1 -2.4 0.3 0.5300
F -3.98641 5.65617 2.14334 0.6 -1.4 -1.0 0.1131
F -4.15311 3.45561 2.16752 0.8 1.1 -0.7 0.0795
F -2.17724 4.42879 2.08598 -1.4 0.1 -0.9 0.1500
O -7.15826 5.94422 -1.01953 1.4 -1.6 0.8 -0.3647
O 3.39863 -1.90834 -0.51116 1.4 -1.1 -3.1 -0.3129
O -0.64454 2.81541 -3.61827 -0.5 -0.1 0.3 0.1631
O -0.33295 3.27217 0.48260 -1.0 0.3 0.0 0.1615
O -5.91651 7.02019 0.68480 1.0 -2.1 0.4 -0.3136
N 5.22801 -2.14394 1.04182 0.7 1.1 -0.5 -0.3228
N 5.32131 -4.44499 0.42571 0.5 -0.8 -2.6 -0.2943
N 2.94825 -3.90117 0.75994 -0.6 -1.0 0.6 -0.3576
N -0.98068 2.07925 -1.37016 0.3 0.6 -1.3 -0.0205
C -4.73039 4.93846 -0.72048 2.2 -1.5 -0.8 -0.1568
C -2.52208 3.79237 -0.70558 -0.4 0.3 -1.4 0.0097
C -3.56259 4.43187 0.06423 0.3 0.1 -2.5 0.0109
C -6.98662 4.52124 1.19692 0.5 -0.8 0.4 -0.1288
C 4.93134 -5.62595 1.18467 -0.6 -0.3 0.0 -0.1359
C 2.01242 -4.47731 -0.19869 0.3 -0.1 -0.2 -0.1463
C 5.48451 -0.75992 0.64992 -0.4 0.2 -0.2 -0.1434
C -1.17201 3.09706 -0.34843 -0.2 -0.7 0.4 -0.3732
C 5.27640 -2.25087 2.48316 0.5 -0.7 0.1 -0.1368
C -3.65200 0.64248 -0.71770 -0.4 0.8 0.5 -0.1785
C -0.96853 -0.44094 0.27239 0.0 1.0 -0.1 -0.1641
C -1.25900 2.82261 -2.59923 -1.7 -0.2 1.2 -0.3764
C -3.43932 4.51741 1.60036 -0.5 0.0 1.4 -0.4761
C -3.67158 4.13047 -2.94392 1.0 0.0 2.5 0.0407
C -2.55190 3.60872 -2.18287 -1.9 2.0 1.0 -0.0340
C -4.74902 4.78293 -2.18283 0.9 -0.5 0.8 0.0026
C -1.70833 -0.59050 -2.74077 0.3 0.3 -0.7 -0.1818
C 6.11628 -4.86596 -0.73828 0.5 0.2 0.1 -0.1499
C 2.20990 -3.30877 1.86164 0.1 0.5 0.0 -0.1185
H -0.64762 -0.85378 -3.00005 -0.9 0.3 0.3 0.0413
H -2.25107 -1.56922 -2.59299 0.4 1.1 0.1 0.0459
H 2.55244 -5.07240 -0.94511 0.0 0.1 -0.1 0.0750
H 1.44394 -3.70548 -0.73050 0.0 0.0 0.0 0.0722
H 5.49860 -5.40042 -1.46798 0.2 -0.1 0.0 0.0752
H 5.82162 -6.21425 1.43266 0.2 0.2 -0.3 0.0877
H -1.74138 -0.98521 0.87035 0.7 0.2 -0.6 0.0373
H -7.09535 3.53503 0.66747 0.1 1.1 0.3 0.0849
H -6.38414 4.32954 2.12183 -0.5 0.4 -0.9 0.0600
H 6.54708 -3.99147 -1.23748 -0.1 0.1 0.0 0.0773
H -4.22559 1.37118 -1.35269 0.4 -0.7 0.5 0.0310
H -5.62105 5.16552 -2.76054 0.7 -0.3 0.8 0.1161
H 1.69462 -2.38695 1.56681 -0.1 0.0 0.1 0.0785
H 5.65230 -0.68539 -0.42423 -0.2 0.0 0.1 0.0704
H 4.24683 -6.27661 0.62982 0.0 -0.1 0.1 0.0800
H -8.00035 4.92503 1.46557 1.1 -0.1 -0.5 0.0889
H -0.53337 0.36756 0.93412 -0.2 -1.1 -0.5 0.0384
H -2.14325 -0.07810 -3.64939 0.4 -0.6 0.9 0.0373
H 6.38623 -0.37519 1.13425 0.0 -0.2 0.2 0.0788
H 5.21172 -3.28150 2.83295 -0.1 0.0 -0.2 0.0672
H 4.48194 -1.66570 2.95999 0.0 0.0 0.0 0.0810
H 4.47600 -5.36710 2.13906 -0.1 0.2 -0.2 0.0702
H -3.66885 4.01132 -4.05060 -0.3 0.3 1.1 0.1272
H -4.16773 -0.35929 -0.73585 0.6 1.0 -0.1 0.0500
H 1.46749 -4.01413 2.24741 0.0 -0.1 -0.3 0.0830
H -3.70875 1.03484 0.34135 -0.1 -0.4 -0.9 0.0379
H 1.30831 -5.15451 0.29234 0.1 0.1 0.1 0.0808
H 4.64510 -0.10493 0.91383 0.0 0.1 -0.1 0.0826
H 6.94981 -5.50765 -0.44386 -0.1 0.0 0.1 0.0779
H 2.85429 -3.09568 2.71133 0.1 0.1 -0.1 0.0547
H -0.15948 -1.11597 -0.12198 -0.8 0.7 0.6 0.0311
H 6.23301 -1.87550 2.86190 0.0 0.1 -0.1 0.0813
```
Positions in Å, forces in eV/Å.

Results
SMILES = C[Si](C)(C)N1C(=O)c2ccc(S(C)(=O)=O)c(C(F)(F)F)c2C1=O.CN(C)P(=O)(N(C)C)N(C)C
HOMO = -8.23 eV
HOMO-LUMO gap = 0.2531 hartree
LUMO level = -1.34 eV
E_tot = -2666.9123 hartree